# C40H99Cl4MgO25P6

A molecular structure, C40H99Cl4MgO25P6 at a distorted geometry (ωB97M-V/def2-TZVPD, the OMol25 dataset).

Atoms and positions in Å:
1 Mg -1.103 -0.521 0.079
2 O 0.280 -0.811 1.499
3 H 0.778 0.008 1.429
4 Cl -1.944 -3.533 4.534
5 C -1.209 -2.068 3.804
6 C 0.127 -1.736 4.415
7 Cl -0.043 -1.213 6.106
8 H -1.991 -1.274 3.923
9 H -1.122 -2.157 2.701
10 H 0.601 -0.918 3.898
11 H 0.816 -2.590 4.404
12 Cl 3.742 -3.646 3.455
13 C 4.319 -2.292 2.428
14 C 3.314 -1.180 2.331
15 Cl 3.130 -0.183 3.842
16 H 4.577 -2.709 1.465
17 H 5.223 -1.910 2.920
18 H 2.280 -1.503 2.055
19 H 3.716 -0.506 1.536
20 C 2.891 -4.086 -1.321
21 C 1.480 -3.588 -1.219
22 O 1.102 -2.824 -2.489
23 P 1.089 -1.288 -2.462
24 O 0.046 -0.634 -1.610
25 O 2.608 -0.974 -1.966
26 C 3.004 0.344 -1.445
27 C 3.698 1.114 -2.531
28 O 0.979 -0.859 -3.931
29 C 1.972 -1.227 -4.988
30 C 1.752 -0.400 -6.202
31 H 3.679 -3.374 -1.166
32 H 3.089 -4.902 -0.648
33 H 3.081 -4.459 -2.313
34 H 0.785 -4.388 -1.323
35 H 1.320 -2.954 -0.342
36 H 2.180 0.980 -1.131
37 H 3.680 0.089 -0.592
38 H 3.047 1.277 -3.383
39 H 4.085 2.055 -2.113
40 H 4.569 0.499 -2.799
41 H 2.968 -1.000 -4.625
42 H 1.917 -2.319 -5.143
43 H 2.118 -0.757 -7.208
44 H 0.660 -0.383 -6.324
45 H 2.053 0.635 -6.121
46 C -4.222 3.446 -3.082
47 C -3.975 2.740 -1.831
48 O -4.651 1.447 -1.795
49 P -3.818 0.188 -2.122
50 O -2.688 0.052 -1.161
51 O -4.912 -0.970 -2.035
52 C -5.337 -1.380 -0.695
53 C -6.796 -0.967 -0.404
54 O -3.329 0.217 -3.593
55 C -4.293 0.257 -4.719
56 C -4.248 -1.039 -5.524
57 H -4.061 2.774 -3.955
58 H -5.229 3.785 -3.213
59 H -3.445 4.209 -3.243
60 H -2.935 2.602 -1.559
61 H -4.433 3.269 -0.965
62 H -5.305 -2.420 -0.903
63 H -4.650 -1.146 0.081
64 H -7.257 -1.572 0.412
65 H -6.702 0.092 -0.148
66 H -7.405 -0.994 -1.304
67 H -5.266 0.454 -4.291
68 H -3.881 1.065 -5.309
69 H -4.515 -1.872 -4.836
70 H -4.886 -1.048 -6.386
71 H -3.229 -1.181 -5.889
72 C -5.591 -4.913 1.037
73 C -4.351 -5.174 0.282
74 O -3.574 -3.970 0.388
75 P -2.028 -3.868 0.014
76 O -1.584 -2.480 -0.052
77 O -1.184 -4.773 0.965
78 C -0.005 -4.553 1.769
79 C 0.964 -5.686 1.672
80 O -1.803 -4.641 -1.356
81 C -2.265 -3.894 -2.488
82 C -1.919 -4.740 -3.746
83 H -6.312 -5.696 0.847
84 H -5.431 -4.967 2.091
85 H -6.023 -3.948 0.824
86 H -3.767 -6.091 0.655
87 H -4.534 -5.384 -0.746
88 H 0.483 -3.620 1.475
89 H -0.365 -4.451 2.783
90 H 1.467 -5.993 0.688
91 H 1.784 -5.337 2.334
92 H 0.542 -6.529 2.143
93 H -3.359 -3.856 -2.409
94 H -1.869 -2.839 -2.591
95 H -1.957 -4.074 -4.594
96 H -0.868 -5.013 -3.636
97 H -2.534 -5.580 -4.033
98 C -1.230 6.507 0.675
99 C -0.105 5.522 0.634
100 O -0.740 4.174 0.721
101 P -0.095 2.917 -0.027
102 O -0.889 1.731 0.334
103 O -0.149 3.344 -1.609
104 C 0.342 2.440 -2.580
105 C -0.454 2.533 -3.834
106 O 1.455 2.824 0.283
107 C 2.124 2.439 1.524
108 C 2.444 3.661 2.312
109 H -0.745 7.487 0.814
110 H -1.859 6.464 -0.202
111 H -1.946 6.409 1.519
112 H 0.428 5.586 -0.323
113 H 0.623 5.558 1.444
114 H 1.338 2.798 -2.817
115 H 0.388 1.362 -2.238
116 H -0.606 3.561 -4.201
117 H -0.052 1.903 -4.637
118 H -1.493 2.203 -3.629
119 H 1.581 1.743 2.143
120 H 2.930 1.827 1.190
121 H 2.779 4.427 1.628
122 H 1.508 3.977 2.750
123 H 3.222 3.659 3.101
124 C 8.232 -0.188 3.755
125 C 8.576 -0.540 2.295
126 O 8.260 0.474 1.315
127 P 6.891 0.968 0.666
128 O 5.749 0.189 1.165
129 O 6.798 2.551 0.819
130 C 6.289 3.038 2.146
131 C 6.628 4.509 2.259
132 O 7.079 0.881 -0.912
133 C 7.349 1.850 -1.909
134 C 8.396 1.356 -2.888
135 H 8.246 -1.024 4.460
136 H 8.997 0.515 4.135
137 H 7.206 0.235 3.802
138 H 9.588 -0.837 2.163
139 H 7.992 -1.392 1.951
140 H 5.198 2.893 2.088
141 H 6.738 2.411 2.919
142 H 7.678 4.673 2.411
143 H 6.344 4.988 1.291
144 H 6.069 4.949 3.056
145 H 6.436 2.074 -2.445
146 H 7.547 2.761 -1.398
147 H 8.068 0.430 -3.331
148 H 8.615 2.102 -3.675
149 H 9.316 1.253 -2.332
150 C -6.750 2.970 0.890
151 C -5.475 2.922 1.715
152 O -4.675 1.811 1.301
153 P -3.586 1.103 2.323
154 O -2.898 0.001 1.629
155 O -2.731 2.362 2.690
156 C -1.557 2.194 3.490
157 C -1.847 2.087 4.997
158 O -4.360 0.697 3.644
159 C -5.640 -0.017 3.469
160 C -5.449 -1.473 3.030
161 H -6.437 2.813 -0.149
162 H -7.475 2.190 1.066
163 H -7.193 3.995 0.944
164 H -4.811 3.821 1.636
165 H -5.750 2.843 2.749
166 H -0.964 1.405 3.045
167 H -0.901 3.040 3.310
168 H -2.299 1.121 5.317
169 H -0.977 2.322 5.633
170 H -2.547 2.897 5.200
171 H -6.045 -0.008 4.496
172 H -6.330 0.557 2.828
173 H -4.721 -1.977 3.629
174 H -6.357 -2.085 3.079
175 H -5.097 -1.538 1.982

Properties
Total charge: +1
HOMO level (eV): -10.520
Kohn-Sham gap (eV): 9.2
Molecular weight (g mol⁻¹): 1332.2